Entry 1:
# C4H4S

A 2-piece molecular cluster, C4H4S overall in a non-equilibrium geometry (ωB97M-V with the def2-TZVPD basis set, the OMol25 dataset).

Geometry (Å):
C: -1.614 1.612 0.241
C: -0.869 0.667 0.087
C: 0.251 -0.307 0.300
C: 0.829 -1.175 -0.730
H: -1.884 2.864 1.080
H: 0.128 -0.648 1.369
H: 0.741 -2.210 -0.350
H: 0.524 -1.025 -1.808
S: 1.894 0.223 -0.191

Values from the calculation:
Charge ... 0
Calculated total energy ... -552.79901 Eh
Energy above the lowest of the compared OMol25 structures with the same formula, charge and spin ... 5.252 eV
HOMO-LUMO gap ... 9.03 eV
Highest occupied orbital energy ... -9.14 eV
LUMO ... -0.115 eV

Entry 2:
# C3H7INO

A 2-piece molecular cluster, C3H7INO overall in a non-equilibrium geometry (ωB97M-V with the def2-TZVPD basis set, the OMol25 dataset).

Geometry (Å):
C: -0.365 0.705 0.767
C: 0.887 1.338 -0.031
C: 0.790 -0.047 0.287
N: 1.445 -1.138 0.447
O: -2.402 -0.856 -0.981
I: -1.011 -1.497 -2.236
H: -0.448 1.043 1.814
H: -1.159 0.758 0.009
H: 0.790 1.898 -0.916
H: 1.270 2.074 0.740
H: 1.076 -1.734 1.192
H: 2.413 -1.326 0.254
H: -3.286 -1.218 -1.346

Values from the calculation:
Charge ... +1
Calculated total energy ... -545.81667 Eh
Energy above the lowest of the compared OMol25 structures with the same formula, charge and spin ... 2.970 eV
HOMO-LUMO gap ... 7.93 eV
Highest occupied orbital energy ... -13.08 eV
LUMO ... -5.155 eV

Entry 3:
# C5H9N4P

One molecule with the formula C5H9N4P in a non-equilibrium geometry (ωB97M-V with the def2-TZVPD basis set, the OMol25 dataset).

Geometry (Å):
N: -2.027 0.397 -2.228
C: -0.959 0.225 -1.665
C: -0.063 -0.153 -0.798
C: 1.259 -0.704 -0.852
N: 1.867 -0.909 -2.109
C: 1.846 -0.794 0.367
C: 1.083 -0.361 1.505
P: -0.351 0.438 0.995
N: -1.006 1.986 1.574
N: -1.736 -0.400 1.478
H: -2.197 1.171 -2.855
H: 2.667 -1.525 -2.052
H: 1.215 -1.229 -2.814
H: 2.852 -1.161 0.495
H: 1.564 -0.155 2.447
H: -1.425 1.847 2.487
H: -0.291 2.704 1.608
H: -1.685 -1.387 1.246
H: -2.612 0.008 1.171

Values from the calculation:
Charge ... 0
Calculated total energy ... -756.22645 Eh
Energy above the lowest of the compared OMol25 structures with the same formula, charge and spin ... 0.115 eV
HOMO-LUMO gap ... 6.77 eV
Highest occupied orbital energy ... -6.06 eV
LUMO ... 0.709 eV

Entry 4:
# C31H46CdN2O5Si

C31H46CdN2O5Si as an isolated structure in a non-equilibrium geometry (ωB97M-V with the def2-TZVPD basis set, the OMol25 dataset).

Geometry (Å):
Cd: -0.218 -1.225 -0.866
C: -1.954 3.642 5.370
O: -0.639 3.319 5.772
C: 0.075 2.558 4.891
C: 1.401 2.196 5.229
C: 2.024 1.364 4.343
C: 1.513 0.892 3.162
C: 2.297 0.078 2.236
C: 3.707 -0.329 2.623
O: 1.915 -0.191 1.116
C: 0.140 1.207 2.837
O: -0.554 0.654 1.941
C: -0.464 2.149 3.716
H: -2.380 4.322 6.121
H: -2.594 2.756 5.241
H: -2.032 4.228 4.473
H: 1.878 2.538 6.141
H: 3.040 1.066 4.527
H: 3.814 -0.341 3.712
H: 4.390 0.432 2.194
H: 3.916 -1.321 2.193
H: -1.485 2.326 3.509
C: 2.852 -2.771 -0.814
N: 2.235 -1.865 -1.765
C: 2.981 -0.670 -1.953
C: 1.798 -2.497 -3.083
C: 0.604 -3.441 -2.871
C: 0.647 -4.718 -3.391
C: -0.368 -5.659 -3.087
C: -1.458 -5.259 -2.348
C: -1.504 -3.934 -1.890
C: -0.509 -2.999 -2.146
H: 3.764 -3.227 -1.195
H: 2.164 -3.569 -0.618
H: 3.037 -2.226 0.112
H: 3.950 -0.863 -2.392
H: 3.142 -0.140 -0.970
H: 2.421 0.011 -2.610
H: 2.633 -3.030 -3.619
H: 1.485 -1.643 -3.631
H: 1.538 -4.981 -3.979
H: -0.250 -6.674 -3.511
H: -2.249 -5.924 -2.013
H: -2.342 -3.705 -1.279
C: 0.175 1.039 -3.640
Si: -0.495 1.125 -1.872
C: -2.434 1.270 -2.253
C: -2.773 0.083 -3.201
C: -2.838 2.554 -2.976
C: -3.264 1.083 -0.942
C: 0.183 2.812 -1.191
C: 1.614 2.567 -0.727
C: 0.253 3.898 -2.335
C: -0.660 3.350 0.016
H: -0.426 1.722 -4.231
H: 0.133 0.089 -4.113
H: 1.197 1.476 -3.642
H: -2.190 0.086 -4.097
H: -3.813 0.173 -3.423
H: -2.593 -0.822 -2.663
H: -2.334 2.845 -3.919
H: -2.878 3.444 -2.284
H: -3.917 2.446 -3.330
H: -3.029 0.135 -0.507
H: -4.381 1.115 -1.087
H: -3.121 1.855 -0.181
H: 2.256 2.270 -1.534
H: 1.640 1.666 -0.061
H: 2.033 3.403 -0.119
H: 0.799 3.497 -3.209
H: 0.745 4.797 -1.948
H: -0.691 4.200 -2.716
H: -0.947 2.630 0.784
H: -1.634 3.718 -0.389
H: -0.133 4.255 0.484
O: -2.673 -1.875 0.869
C: -1.713 -2.086 1.597
C: -1.913 -2.416 3.092
C: -0.546 -2.698 3.564
C: 0.368 -2.644 2.269
O: 1.548 -2.937 2.268
N: -0.394 -2.266 1.226
H: -2.706 -3.191 3.139
H: -2.317 -1.543 3.618
H: -0.338 -3.692 3.933
H: -0.154 -1.976 4.305

Values from the calculation:
Charge ... -2
Calculated total energy ... -2151.81975 Eh
Energy above the lowest of the compared OMol25 structures with the same formula, charge and spin ... 0.187 eV
HOMO-LUMO gap ... 6.07 eV
Highest occupied orbital energy ... -1.44 eV
LUMO ... 4.635 eV

Entry 5:
# C25H26N5O2S3Ti

C25H26N5O2S3Ti as an isolated structure in a non-equilibrium geometry (ωB97M-V with the def2-TZVPD basis set, the OMol25 dataset).

Geometry (Å):
Ti: 1.877 -0.104 -0.831
C: 5.099 -1.237 -0.485
O: 3.750 -1.239 -0.008
C: 3.368 -2.306 0.770
C: 4.145 -3.409 1.051
C: 3.613 -4.409 1.861
C: 2.335 -4.298 2.383
C: 1.559 -3.184 2.102
C: 2.071 -2.190 1.286
N: 1.421 -1.010 0.892
N: 0.461 -0.633 1.659
C: 0.028 0.651 1.543
C: 0.757 1.684 0.918
O: 1.849 1.450 0.220
C: 0.321 3.030 1.042
C: -0.849 3.333 1.658
C: -1.658 2.314 2.241
C: -2.895 2.616 2.849
C: -3.658 1.632 3.420
C: -3.199 0.305 3.412
C: -2.002 -0.015 2.823
C: -1.208 0.979 2.216
H: 5.786 -1.295 0.360
H: 5.256 -2.067 -1.173
H: 5.234 -0.306 -1.021
H: 5.142 -3.514 0.649
H: 4.212 -5.283 2.078
H: 1.936 -5.085 3.009
H: 0.561 -3.073 2.502
H: 0.951 3.793 0.604
H: -1.183 4.362 1.724
H: -3.229 3.647 2.861
H: -4.605 1.874 3.884
H: -3.797 -0.471 3.873
H: -1.646 -1.036 2.814
S: 2.905 -2.920 -4.273
C: 2.446 -1.903 -3.081
S: 1.359 -2.319 -1.784
S: 3.077 -0.266 -2.918
C: -3.663 -0.036 -0.672
C: -2.717 -1.211 -0.794
N: -1.372 -0.707 -0.996
C: -1.073 0.439 -1.654
N: 0.197 0.725 -1.834
C: 0.545 1.891 -2.648
C: -0.509 2.981 -2.582
C: -1.849 2.374 -2.930
N: -2.100 1.216 -2.086
C: -3.495 0.837 -1.898
H: -3.433 0.537 0.230
H: -4.694 -0.382 -0.603
H: -3.022 -1.856 -1.625
H: -2.719 -1.811 0.117
H: -0.613 -1.377 -0.997
H: 0.719 1.572 -3.680
H: 1.497 2.283 -2.285
H: -0.267 3.781 -3.283
H: -0.548 3.404 -1.576
H: -1.873 2.082 -3.986
H: -2.660 3.085 -2.767
H: -3.870 0.319 -2.790
H: -4.070 1.758 -1.790

Values from the calculation:
Charge ... 0
Calculated total energy ... -3436.67103 Eh
Energy above the lowest of the compared OMol25 structures with the same formula, charge and spin ... 0.356 eV
HOMO-LUMO gap (spin up / spin down) ... 5.88 / 5.85 eV
Highest occupied orbital energy (spin up / spin down) ... -7.04 / -7.03 eV
2S+1 ... 2
LUMO (spin up / spin down) ... -1.160 / -1.174 eV

Entry 6:
# C19H25N4

An isolated ion of composition C19H25N4 and charge +1 in a non-equilibrium geometry (ωB97M-V with the def2-TZVPD basis set, the OMol25 dataset).

Geometry (Å):
C: -5.368 -2.606 0.410
N: -4.924 -1.253 0.230
C: -5.896 -0.238 -0.130
C: -5.050 1.041 -0.312
C: -3.629 0.606 -0.076
C: -2.411 1.263 -0.172
C: -1.219 0.646 0.248
C: 0.012 1.315 -0.379
N: -0.017 2.829 0.157
N: -0.803 4.012 -0.420
C: 1.321 0.520 -0.232
C: 1.427 -0.850 -0.573
C: 2.641 -1.535 -0.440
C: 3.811 -0.834 -0.131
C: 3.732 0.559 0.081
C: 2.513 1.219 -0.010
C: 5.111 1.052 0.399
C: 6.006 -0.200 0.338
N: 5.088 -1.288 0.057
C: 5.589 -2.628 -0.093
C: -1.260 -0.689 0.709
C: -2.466 -1.404 0.664
C: -3.659 -0.751 0.320
H: -4.515 -3.284 0.456
H: -5.963 -2.700 1.333
H: -6.026 -2.914 -0.422
H: -6.449 -0.522 -1.042
H: -6.659 -0.117 0.657
H: -5.286 1.480 -1.286
H: -5.346 1.778 0.445
H: -2.380 2.207 -0.731
H: -0.145 1.560 -1.498
H: 0.986 2.957 0.108
H: -0.402 2.470 1.022
H: -0.625 4.101 -1.465
H: -1.809 3.899 -0.202
H: 0.564 -1.458 -0.924
H: 2.679 -2.630 -0.526
H: 2.472 2.299 0.126
H: 5.421 1.798 -0.339
H: 5.227 1.511 1.385
H: 6.549 -0.369 1.284
H: 6.780 -0.091 -0.440
H: 4.774 -3.354 -0.039
H: 6.115 -2.754 -1.056
H: 6.322 -2.871 0.698
H: -0.362 -1.300 0.944
H: -2.473 -2.482 0.868

Values from the calculation:
Charge ... +1
Calculated total energy ... -957.69912 Eh
Energy above the lowest of the compared OMol25 structures with the same formula, charge and spin ... 1.923 eV
HOMO-LUMO gap ... 7.64 eV
Highest occupied orbital energy ... -10.00 eV
LUMO ... -2.363 eV

Entry 7:
# C7H6N3O2

An isolated ion of composition C7H6N3O2 and charge -1 in a non-equilibrium geometry (ωB97M-V with the def2-TZVPD basis set, the OMol25 dataset).

Geometry (Å):
C: 0.020 -0.441 2.009
C: -0.880 -0.542 0.961
C: 1.345 -0.810 1.805
C: -0.439 -0.931 -0.291
C: 1.840 -1.116 0.550
C: 0.923 -1.141 -0.507
C: 0.314 1.097 -2.660
N: 0.025 -0.040 -3.170
N: 1.341 -1.512 -1.808
N: 0.599 -1.204 -2.925
O: 2.132 -2.497 -1.918
O: 0.576 -2.046 -3.870
H: -0.316 -0.109 2.987
H: -1.935 -0.358 1.121
H: 2.026 -0.807 2.650
H: -1.148 -1.119 -1.088
H: -0.269 1.936 -3.002
H: 1.067 1.268 -1.892

Values from the calculation:
Charge ... -1
Calculated total energy ... -584.84585 Eh
Energy above the lowest of the compared OMol25 structures with the same formula, charge and spin ... 7.190 eV
HOMO-LUMO gap (spin up / spin down) ... 6.02 / 5.70 eV
Highest occupied orbital energy (spin up / spin down) ... -2.78 / -2.85 eV
LUMO (spin up / spin down) ... 3.240 / 2.843 eV

Entry 8:
# C28H19N5O6RhS

C28H19N5O6RhS as an isolated structure (ωB97M-V with the def2-TZVPD basis set, the OMol25 dataset).

Geometry (Å):
Rh: 0.029 0.294 0.193
O: 4.552 4.067 -3.176
C: 4.830 3.031 -2.566
O: 5.893 2.466 -2.280
C: 3.586 2.280 -2.024
C: 2.330 2.885 -2.040
C: 1.261 2.229 -1.467
N: 1.447 1.010 -0.941
C: 2.635 0.385 -0.929
C: 3.736 1.006 -1.476
C: 2.570 -0.939 -0.273
C: 3.597 -1.865 -0.275
C: 3.382 -3.107 0.307
C: 2.146 -3.403 0.863
C: 1.160 -2.433 0.853
N: 1.381 -1.233 0.312
C: -0.150 2.690 -1.375
C: -0.641 3.770 -2.080
C: -2.001 4.048 -2.022
C: -2.837 3.230 -1.281
C: -2.285 2.172 -0.580
N: -0.975 1.921 -0.610
H: 2.260 3.862 -2.503
H: 4.736 0.589 -1.471
H: 4.537 -1.627 -0.752
H: 4.171 -3.846 0.301
H: 1.936 -4.373 1.290
H: 0.165 -2.593 1.252
H: 0.025 4.371 -2.681
H: -2.402 4.889 -2.570
H: -3.903 3.403 -1.235
H: -2.880 1.512 0.033
O: -2.581 -2.089 2.388
C: -2.300 -0.954 2.059
O: -1.438 -0.740 1.094
C: -2.996 0.200 2.744
C: -4.109 -0.109 3.525
C: -4.801 0.886 4.193
C: -4.354 2.189 4.070
C: -3.250 2.531 3.315
C: -2.574 1.521 2.650
N: -5.080 3.263 4.784
O: -4.720 4.404 4.582
O: -5.980 2.930 5.522
H: -4.422 -1.141 3.594
H: -5.667 0.671 4.800
H: -2.938 3.564 3.259
H: -1.700 1.771 2.074
S: 0.998 1.390 1.896
C: 1.296 0.274 3.209
N: 2.441 0.524 3.889
C: 2.802 -0.104 5.024
C: 2.001 -1.093 5.531
C: 0.824 -1.405 4.850
C: 0.464 -0.724 3.702
H: 3.047 1.248 3.514
H: 3.729 0.218 5.474
H: 2.287 -1.603 6.438
H: 0.165 -2.174 5.231
H: -0.462 -0.953 3.195

Values from the calculation:
Charge ... +1
Calculated total energy ... -2312.10274 Eh
Energy above the lowest of the compared OMol25 structures with the same formula, charge and spin ... 0.991 eV
HOMO-LUMO gap ... 4.99 eV
Highest occupied orbital energy ... -10.46 eV
LUMO ... -5.460 eV